Computed, not measured: a molecular structure, C32H24AsClN4O8S4V, with ωB97M-V/def2-TZVPD.

Atoms and positions in Å:
1 V 0.76 -0.24 -1.26
2 O 4.27 -0.72 -1.90
3 As 3.04 0.59 -1.98
4 O 3.66 1.97 -1.35
5 O 1.42 -1.39 -0.42
6 C 3.11 0.65 -3.94
7 C 4.35 0.76 -4.57
8 C 4.42 0.82 -5.96
9 C 3.27 0.77 -6.73
10 C 2.03 0.67 -6.12
11 C 1.97 0.61 -4.74
12 S 0.42 0.48 -3.93
13 O 0.43 1.50 -2.86
14 O -0.65 0.56 -4.88
15 O 0.46 -0.84 -3.19
16 H 4.42 -0.96 -0.98
17 H 5.25 0.79 -3.97
18 H 5.39 0.90 -6.44
19 H 3.34 0.82 -7.81
20 H 1.11 0.63 -6.70
21 N -0.59 3.01 1.02
22 C 0.31 3.40 2.04
23 C 0.04 4.54 2.77
24 C 0.88 4.93 3.80
25 C 2.00 4.16 4.10
26 C 2.27 3.02 3.35
27 C 1.43 2.64 2.32
28 S 1.83 1.16 1.43
29 N 0.58 1.13 0.27
30 C -0.42 1.93 0.23
31 C -1.50 1.57 -0.73
32 C -2.52 2.42 -1.11
33 C -3.49 1.94 -1.98
34 C -3.41 0.64 -2.43
35 C -2.34 -0.14 -2.03
36 N -1.41 0.31 -1.19
37 H -1.46 3.51 0.96
38 H -0.84 5.13 2.53
39 H 0.66 5.82 4.37
40 H 2.66 4.45 4.90
41 H 3.14 2.42 3.59
42 H -2.54 3.45 -0.78
43 H -4.29 2.59 -2.31
44 H -4.14 0.24 -3.11
45 H -2.20 -1.15 -2.40
46 O 1.84 -0.22 4.56
47 S 0.54 -0.80 4.66
48 O 0.16 -1.47 5.86
49 N 0.27 -1.83 3.36
50 C -0.71 -1.41 2.65
51 S -1.37 -2.24 1.29
52 C -1.35 -0.13 3.06
53 C -2.42 0.55 2.51
54 C -2.84 1.72 3.12
55 C -2.19 2.21 4.26
56 C -1.11 1.53 4.81
57 C -0.72 0.36 4.19
58 H -2.93 0.17 1.63
59 H -3.68 2.27 2.72
60 H -2.54 3.12 4.72
61 H -0.61 1.89 5.70
62 Cl -0.60 -3.51 -1.90
63 C -1.12 -4.84 -0.90
64 C -1.74 -5.91 -1.51
65 C -2.17 -6.98 -0.75
66 C -1.98 -6.97 0.63
67 C -1.36 -5.89 1.22
68 C -0.91 -4.80 0.48
69 C -0.23 -3.66 1.17
70 H -1.88 -5.90 -2.59
71 H -2.66 -7.82 -1.23
72 H -2.32 -7.80 1.23
73 H -1.21 -5.88 2.30
74 H 0.66 -3.31 0.65
75 H 0.04 -3.94 2.19

Properties
<S²>: 0.772
Multiplicity: 2
Orbital gap (alpha / beta), eV: 6.764 / 6.628
LUMO level (alpha / beta), eV: -1.1 / -1.2


Computed, not measured: a single C4H2N2OS molecule in a non-equilibrium geometry, with ωB97M-V/def2-TZVPD.

Atoms and positions in Å:
1 O -2.98 0.02 -0.07
2 C -1.80 0.14 -0.16
3 C -0.94 1.25 0.04
4 N 0.37 1.20 0.07
5 C 0.99 -0.14 0.09
6 S 2.51 0.00 -0.10
7 N 0.16 -1.29 0.26
8 C -1.08 -1.18 -0.04
9 H -1.36 2.33 0.46
10 H -1.70 -2.23 -0.15

Properties
SMILES: O=C1C=NC(=S)N=C1
Multiplicity: 1
Orbital gap, eV: 7.117
LUMO level, eV: -2.4


Computed, not measured: 2 unconnected molecules or ions with the total composition C3H10N4O in a non-equilibrium geometry, with ωB97M-V/def2-TZVPD.

Atoms and positions in Å:
1 N 1.99 0.19 -2.06
2 C 1.28 -0.85 -1.81
3 N -0.10 -0.83 -1.66
4 N 1.86 -2.04 -1.48
5 H 1.39 1.01 -1.98
6 H -0.61 -0.13 -2.18
7 H -0.58 -1.71 -1.56
8 H 1.29 -2.86 -1.48
9 H 2.84 -2.12 -1.70
10 C -2.04 0.88 1.29
11 N -0.81 0.59 1.97
12 C 0.13 1.52 2.26
13 O 0.05 2.70 2.01
14 H -2.16 1.96 1.19
15 H -2.89 0.45 1.82
16 H -2.03 0.49 0.27
17 H -0.64 -0.33 2.34
18 H 1.03 1.08 2.73

Properties
SMILES: N=C(N)N.CNC=O
Multiplicity: 1
Orbital gap, eV: 9.480
LUMO level, eV: 0.5


Sequential ΔE to the lowest compared entry with this formula, charge and spin output: 0.000, 1.791, 0.803 eV
Sequential molecular weight output: 882.15, 126.14, 118.14 g/mol